1.
The following is a quantum chemistry calculation of one molecule with the formula C2H6N4 in a non-equilibrium geometry, from the OMol25 dataset.

Element x y z (Å)
C1 -1.124 -0.903 0.055
C2 -0.984 0.639 -0.067
N1 -0.153 -1.619 -0.176
N2 0.230 0.805 -0.827
N3 1.164 -0.147 -0.572
N4 1.853 0.030 0.568
H1 -2.108 -1.250 0.348
H2 -1.830 1.108 -0.568
H3 -0.901 1.054 0.943
H4 0.027 0.746 -1.823
H5 1.334 0.276 1.410
H6 2.492 -0.740 0.708

Computed properties:
Frontier orbital gap (spin up / spin down) (hartree): 0.330 / 0.330
Energy relative to the best compared isomer or geometry (same formula, charge and spin) (kcal/mol): 99.4
Multiplicity: 1
E_HOMO (spin up / spin down) (Ha): -0.2980 / -0.2981

2.
The following is a quantum chemistry calculation of a 2-piece molecular cluster, C3H9N2O overall in a non-equilibrium geometry, from the OMol25 dataset.

Element x y z (Å)
C1 1.489 -0.217 -0.124
C2 -1.913 0.338 0.820
C3 -0.827 0.323 -0.195
N1 2.673 -0.877 -0.159
N2 0.250 -0.568 -0.018
O1 -0.302 1.424 -0.832
H1 1.549 0.780 -0.361
H2 -1.979 -0.643 1.292
H3 -1.882 1.089 1.705
H4 -2.792 0.592 0.392
H5 -1.710 -0.571 -1.565
H6 3.574 -0.399 -0.279
H7 2.803 -1.896 0.028
H8 -0.046 -1.512 0.393
H9 -0.886 2.137 -1.098

Computed properties:
Charge: +1
Frontier orbital gap (hartree): 0.322
Energy relative to the best compared isomer or geometry (same formula, charge and spin) (kcal/mol): 97.5
Multiplicity: 1
E_HOMO (Ha): -0.4763

Look up the energy relative to the best compared isomer or geometry (same formula, charge and spin) of the first one.
99.4 kcal/mol